Entry 1:
5 unconnected molecules or ions with the total composition C2H13NO4, computed with ωB97M-V with the def2-TZVPD basis set.

Output
Maximum force: 1.67 eV Å⁻¹
Gap between HOMO and LUMO: 10.6322 eV
HOMO level: -9.9 eV
Energy above the lowest of the compared OMol25 structures with the same formula, charge and spin: 111.60 kJ/mol
2S+1: 1
SMILES: C=NC.O.O.O.O

XYZ file:
```
20
Properties=species:S:1:pos:R:3:lowdin_charge:R:1
C 1.26125 1.64210 -0.00817 -0.022
N 0.15803 1.47128 0.58469 -0.103
C -0.99519 1.15522 -0.27406 -0.115
H 2.11219 2.20231 0.36938 0.075
H 1.36314 1.38126 -1.06791 0.071
H -1.85168 1.43424 0.35055 0.077
H -1.02475 1.74361 -1.18426 0.072
H -1.09977 0.07889 -0.41085 0.058
O 0.28212 -2.08062 -1.38384 -0.074
H -0.46710 -2.64973 -1.60454 0.047
H 0.16326 -1.92644 -0.42141 0.008
O -0.58881 -1.98314 1.42868 -0.078
H -0.21610 -1.50087 2.18920 0.013
H -1.54810 -1.85470 1.51256 0.057
O 0.23466 0.48384 -3.16478 -0.078
H -0.60791 0.35653 -3.61318 0.037
H 0.24179 -0.42874 -2.81574 0.011
O 0.04163 0.18006 2.93075 -0.084
H 0.02496 0.88165 2.22502 0.007
H 0.63565 0.48071 3.59207 0.024
```

Entry 2:
5 unconnected molecules or ions with the total composition C2H13NO5, computed with ωB97M-V with the def2-TZVPD basis set.

Output
Maximum force: 4.60 eV Å⁻¹
Gap between HOMO and LUMO: 11.1422 eV
HOMO level: -10.5 eV
Energy above the lowest of the compared OMol25 structures with the same formula, charge and spin: 145.97 kJ/mol
2S+1: 1
SMILES: CC(N)=O.O.O.O.O

XYZ file:
```
21
Properties=species:S:1:pos:R:3:lowdin_charge:R:1
C 0.01209 -0.74602 2.84420 0.010
C 1.24439 -0.91783 1.98144 -0.519
N 2.42923 -1.49330 2.54761 0.129
O 1.32425 -0.67114 0.81523 0.044
H -0.32539 -1.55255 3.48386 0.082
H -0.85162 -0.37504 2.21319 0.064
H 0.33752 0.09823 3.47484 0.099
H 3.18908 -1.79656 1.95583 0.094
H 2.43205 -1.90527 3.47170 0.087
O -2.82821 0.87369 -3.24326 -0.101
H -2.34504 0.72252 -2.44796 -0.033
H -2.38736 0.15190 -3.86218 0.106
O 1.77639 1.09525 -4.58372 -0.055
H 1.60679 2.00249 -4.57608 -0.012
H 2.58360 1.05083 -5.17004 0.068
O -0.80369 0.33383 -0.50762 -0.086
H -0.01585 -0.23216 -0.06181 0.075
H -0.30248 1.03273 -0.80141 -0.006
O -2.39475 0.77141 1.64378 -0.081
H -2.12182 0.42178 0.82261 -0.037
H -2.93490 1.59290 1.71496 0.071
```

Entry 3:
A molecular structure, C2H14N2O3, computed with ωB97M-V with the def2-TZVPD basis set.

Output
Maximum force: 3.39 eV Å⁻¹
Gap between HOMO and LUMO: 7.9287 eV
HOMO level: -9.5 eV
Energy above the lowest of the compared OMol25 structures with the same formula, charge and spin: 699.48 kJ/mol
2S+1: 1

XYZ file:
```
21
Properties=species:S:1:pos:R:3:lowdin_charge:R:1
C -1.79950 -0.16650 0.58722 -0.246
C -1.63523 0.16822 -0.89361 -0.255
N -0.56803 1.14884 -0.99358 0.051
N -2.40177 -1.52452 0.65433 0.013
H -0.77189 -0.18845 1.07072 0.114
H -2.27636 0.59338 1.20489 0.130
H -1.54899 -0.83037 -1.32309 0.116
H -2.53506 0.65143 -1.27720 0.129
H -0.33399 1.44303 -1.93582 0.128
H 0.25235 0.12375 -0.03283 0.299
H -1.57026 -2.09018 0.62354 0.074
H -2.96913 -1.63937 1.48429 0.072
H 0.30657 1.01795 -0.40445 0.009
H 1.38644 2.09715 1.54398 0.009
O 1.15031 1.32805 1.03710 -0.284
H 1.92395 -0.63324 -0.60164 -0.010
H 0.72203 -0.19358 -1.45778 -0.053
O 1.56098 -0.66482 -1.54940 -0.085
H 1.87022 0.26609 0.93346 -0.086
H 3.44369 -0.40430 1.04063 0.045
O 2.51331 -0.59417 0.86286 -0.172
```

Entry 4:
4 unconnected molecules or ions with the total composition C2H14N2O3, computed with ωB97M-V with the def2-TZVPD basis set.

Output
Maximum force: 0.74 eV Å⁻¹
Gap between HOMO and LUMO: 9.9156 eV
HOMO level: -9.4 eV
Energy above the lowest of the compared OMol25 structures with the same formula, charge and spin: 66.56 kJ/mol
2S+1: 1
SMILES: NCCN.O.O.O

XYZ file:
```
21
Properties=species:S:1:pos:R:3:lowdin_charge:R:1
N -0.31086 1.61246 1.42885 -0.008
C -0.55728 0.28086 0.86901 -0.303
C -0.75206 0.30179 -0.62976 -0.285
N -1.11218 -1.04241 -1.10272 -0.001
H 0.16961 2.26124 0.82873 0.052
H 0.13551 1.53646 2.32607 0.061
H -1.41473 -0.11786 1.38834 0.081
H 0.28126 -0.39995 1.08838 0.108
H -1.52317 1.02914 -0.90708 0.118
H 0.21479 0.62040 -1.04830 0.083
H -1.06779 -1.04653 -2.11441 0.070
H -0.39890 -1.69530 -0.79183 0.073
O -2.94393 -1.96876 1.35076 -0.080
H -2.73812 -2.06111 0.41244 0.008
H -3.60964 -1.27079 1.40949 0.039
O 2.25955 -0.55444 -2.09205 -0.082
H 2.59845 -0.06620 -2.85513 0.041
H 2.38155 0.08525 -1.36869 -0.019
O 2.97586 0.93310 0.25017 -0.049
H 2.21718 1.34578 0.69883 0.030
H 3.19492 0.21687 0.85889 0.064
```

Entry 5:
4 unconnected molecules or ions with the total composition C2H14N2O3, computed with ωB97M-V with the def2-TZVPD basis set.

Output
Maximum force: 1.21 eV Å⁻¹
Gap between HOMO and LUMO: 9.2106 eV
HOMO level: -8.7 eV
Energy above the lowest of the compared OMol25 structures with the same formula, charge and spin: 153.25 kJ/mol
2S+1: 1
SMILES: CNCN.O.O.O

XYZ file:
```
21
Properties=species:S:1:pos:R:3:lowdin_charge:R:1
C -1.25655 -1.24406 -0.56022 -0.119
N -0.19095 -0.43132 -1.10962 -0.135
C -0.33780 0.99804 -1.05665 -0.347
N 0.96698 1.63501 -0.93231 0.014
H -2.03786 -1.59167 -1.24613 0.075
H -1.60834 -0.59006 0.23839 0.065
H -0.93196 -2.17215 -0.07799 0.074
H 0.53133 -0.79046 -1.69943 0.095
H -0.89438 1.33892 -1.94884 0.110
H -0.97518 1.34977 -0.24232 0.078
H 0.85088 2.62883 -1.11560 0.071
H 1.61437 1.21096 -1.59495 0.067
O 0.60986 -0.87677 2.23847 -0.052
H 1.15847 -0.49792 1.52946 0.036
H -0.17181 -0.35309 2.02045 -0.001
O -1.24409 2.36117 1.82655 -0.051
H -0.88384 2.74498 2.63838 0.054
H -1.23889 1.40952 1.94872 0.005
O 2.26900 -2.26056 -0.56035 -0.064
H 2.33537 -3.03534 0.00595 0.041
H 1.43538 -1.83379 -0.30195 -0.015
```

Entry 6:
5 unconnected molecules or ions with the total composition C2H14N2O4, computed with ωB97M-V with the def2-TZVPD basis set.

Output
Maximum force: 2.68 eV Å⁻¹
Gap between HOMO and LUMO: 8.2905 eV
HOMO level: -7.7 eV
Energy above the lowest of the compared OMol25 structures with the same formula, charge and spin: 211.43 kJ/mol
2S+1: 1
SMILES: N/C=C/N.O.O.O.O

XYZ file:
```
22
Properties=species:S:1:pos:R:3:lowdin_charge:R:1
N -0.74031 0.42564 -0.67672 -0.016
C -1.45311 1.64136 -0.97906 -0.234
C -1.21975 2.79054 -0.31523 -0.229
N -2.15250 3.85090 -0.43000 -0.007
H -0.28144 0.52938 0.21680 0.058
H -0.21589 0.27727 -1.54161 0.072
H -1.93067 1.39859 -1.97164 0.120
H -0.49703 2.80516 0.49135 0.100
H -2.71726 3.79590 -1.26781 0.066
H -1.67454 4.72304 -0.66853 0.070
O 4.31379 1.05045 -3.99808 -0.071
H 3.98648 1.14050 -4.90315 0.036
H 4.07801 0.12095 -3.89176 -0.009
O -4.35790 -2.66795 3.79297 -0.069
H -4.14605 -2.53131 2.85865 0.035
H -5.31739 -2.71164 3.67902 0.034
O 4.23701 -1.74951 -2.82990 -0.056
H 4.37503 -1.20459 -2.04202 0.052
H 4.91510 -2.43531 -2.80485 0.049
O 0.60759 -3.69144 5.88739 -0.065
H -0.20157 -3.29181 6.24086 0.040
H 0.39240 -4.26612 5.15330 0.025
```

Entry 7:
5 unconnected molecules or ions with the total composition C2H14N2O4, computed with ωB97M-V with the def2-TZVPD basis set.

Output
Maximum force: 2.70 eV Å⁻¹
Gap between HOMO and LUMO: 5.0862 eV
HOMO level: -9.7 eV
Energy above the lowest of the compared OMol25 structures with the same formula, charge and spin: 796.76 kJ/mol
2S+1: 1

XYZ file:
```
22
Properties=species:S:1:pos:R:3:lowdin_charge:R:1
C 0.12189 -2.28182 -0.91547 -0.073
N -0.75263 0.16220 -0.36835 0.218
C 0.16779 -0.28830 0.54735 -0.291
N 0.93474 -1.29652 -0.14565 0.015
H -0.85849 -2.39953 -0.47716 0.082
H 0.02697 -1.90470 -1.93470 0.079
H 0.65609 -3.22888 -0.91547 0.083
H -0.20300 0.47079 -1.23255 0.075
H -1.21483 1.01187 0.07673 0.060
H 0.92046 0.45070 0.90393 0.157
H 1.29023 -0.68907 -0.90223 0.046
H -3.31952 -0.32544 2.54587 0.031
O -2.48130 -0.29977 2.08737 -0.089
H -2.25332 0.62691 1.82837 -0.016
H 3.18128 1.86155 0.12180 0.052
O 2.69234 1.05605 -0.07571 -0.068
H -1.37724 2.85938 1.56639 -0.010
H 0.88556 1.32942 -2.46795 0.027
O -1.23660 1.93512 1.33235 -0.266
H 2.10633 1.14251 -0.86755 0.000
H -0.38697 -0.62368 1.43174 0.149
O 1.10022 0.43119 -2.13912 -0.262
```

Entry 8:
4 unconnected molecules or ions with the total composition C2H14NO3, computed with ωB97M-V with the def2-TZVPD basis set.

Output
Net charge: +1
Maximum force: 2.53 eV Å⁻¹
Gap between HOMO and LUMO: 12.1085 eV
HOMO level: -15.0 eV
Energy above the lowest of the compared OMol25 structures with the same formula, charge and spin: 82.68 kJ/mol
2S+1: 1

XYZ file:
```
20
Properties=species:S:1:pos:R:3:lowdin_charge:R:1
C 0.87406 1.02694 0.81487 -0.011
N 0.67024 0.03668 -0.28687 -0.020
C 1.98543 -0.06772 -1.04180 0.015
H 1.15955 2.01992 0.47033 0.112
H 0.00978 1.01576 1.47379 0.081
H 1.73508 0.68605 1.39239 0.102
H 0.01793 0.42995 -0.97985 0.120
H 0.32935 -0.85019 0.04603 0.137
H 2.08970 0.89753 -1.52781 0.107
H 1.89845 -0.88295 -1.74220 0.101
H 2.81730 -0.17095 -0.34749 0.102
H -2.04499 1.51953 -2.99130 0.060
H -1.29535 0.26621 -3.22667 0.053
O -1.31023 1.01524 -2.61784 -0.052
H -2.88259 -1.51551 -0.17334 0.059
H -1.61758 -2.11678 0.34111 0.044
O -1.92686 -1.40421 -0.23225 -0.053
H -1.23097 -0.00064 3.85001 0.053
H -0.57823 -1.39863 3.55184 0.041
O -0.70009 -0.50622 3.22705 -0.052
```

Entry 9:
5 unconnected molecules or ions with the total composition C2H14NO4S, computed with ωB97M-V with the def2-TZVPD basis set.

Output
Net charge: -1
Maximum force: 2.72 eV Å⁻¹
Gap between HOMO and LUMO: 6.7893 eV
HOMO level: -3.5 eV
Energy above the lowest of the compared OMol25 structures with the same formula, charge and spin: 81.92 kJ/mol
2S+1: 1

XYZ file:
```
22
Properties=species:S:1:pos:R:3:lowdin_charge:R:1
C 2.50378 -0.90380 1.13971 -0.414
C 2.34671 0.60282 0.90950 -0.737
S 0.82797 1.05377 0.02917 0.343
N 1.47496 -1.73818 1.78154 -0.036
H 3.43181 -1.00155 1.81103 0.091
H 2.75121 -1.42643 0.10109 0.125
H 3.20918 0.95995 0.34614 0.033
H 2.32843 1.16712 1.81887 0.020
H 1.03313 -2.26431 1.05449 0.012
H 0.87236 -1.15652 2.35642 0.054
H -2.10364 3.42916 0.89091 0.009
H -0.63322 2.86597 1.06317 -0.083
O -1.24044 3.59702 1.27259 -0.119
H -0.83739 0.54958 -1.43893 -0.113
H -0.59488 0.27078 -2.99369 0.019
O -1.23466 0.54721 -2.33952 -0.138
H -3.91777 1.66399 -2.41049 0.034
H -3.45307 0.48132 -1.72664 0.000
O -4.29815 0.87702 -1.97923 -0.091
H -1.42703 -3.11544 -0.08286 0.040
H -0.29500 -2.85499 -1.02806 0.043
O -0.74431 -3.60448 -0.57521 -0.089
```

Entry 10:
5 unconnected molecules or ions with the total composition C2H14O4S, computed with ωB97M-V with the def2-TZVPD basis set.

Output
Maximum force: 3.33 eV Å⁻¹
Gap between HOMO and LUMO: 9.1689 eV
HOMO level: -8.6 eV
Energy above the lowest of the compared OMol25 structures with the same formula, charge and spin: 151.17 kJ/mol
2S+1: 1
SMILES: CSC.O.O.O.O

XYZ file:
```
21
Properties=species:S:1:pos:R:3:lowdin_charge:R:1
C -0.68591 1.15358 -2.67288 -0.383
S -1.46512 -0.35489 -1.80639 0.706
C 0.03320 -1.36354 -2.09208 -0.446
H -0.74747 0.96778 -3.76205 0.030
H 0.28028 1.40894 -2.15684 0.045
H -1.32897 2.05875 -2.31855 0.054
H -0.16864 -2.47899 -2.15753 0.049
H 0.45871 -1.03127 -3.16332 0.074
H 0.78710 -1.21222 -1.33739 0.008
O -0.98609 -1.92413 1.14201 -0.060
H -1.94434 -2.14337 1.15347 0.075
H -0.93075 -1.19349 0.57248 -0.077
O 0.90981 2.04720 3.25263 -0.044
H 1.51675 1.40094 3.62570 0.036
H 0.71293 2.61012 3.99327 0.027
O -0.88903 1.69264 0.40812 -0.151
H -0.23999 2.25603 0.99243 0.081
H -0.39332 0.83708 0.36196 -0.003
O 1.69103 -1.33550 1.72062 -0.093
H 2.50580 -1.77424 2.05873 0.052
H 0.88404 -1.62142 2.18561 0.018
```

Entry 11:
6 unconnected molecules or ions with the total composition C2H14O4S, computed with ωB97M-V with the def2-TZVPD basis set.

Output
Maximum force: 3.77 eV Å⁻¹
Gap between HOMO and LUMO: 3.4120 eV
HOMO level: -9.1 eV
Energy above the lowest of the compared OMol25 structures with the same formula, charge and spin: 805.94 kJ/mol
2S+1: 1

XYZ file:
```
21
Properties=species:S:1:pos:R:3:lowdin_charge:R:1
C 1.32868 0.30796 0.33625 -0.138
C 0.15351 1.21974 0.66647 -0.561
S -0.36526 0.94245 2.38114 0.961
H 0.99878 -0.70270 0.46140 0.051
H 1.73742 0.51429 -0.66561 0.087
H 2.10334 0.47717 1.11341 0.087
H -0.63879 0.93607 0.01751 0.046
H 0.44803 2.32069 0.61643 0.097
H -2.31273 -1.00988 1.88596 0.016
H 0.46254 2.42305 -2.89532 0.038
H 0.49970 0.89529 -2.21378 -0.032
O 0.41545 1.90399 -2.07346 -0.134
H 0.16415 -0.85436 2.47721 -0.099
H 0.83120 -2.05574 3.34699 0.049
O 0.53545 -1.86936 2.42956 -0.159
H -2.06928 -1.57314 1.48158 0.047
H 0.57578 -1.21699 -2.99601 0.016
O 0.39589 -0.63599 -2.23558 -0.250
H -2.48120 -0.41650 -1.58552 0.032
H -0.96551 -0.79736 -1.52879 -0.046
O -1.81716 -0.80868 -1.01987 -0.107
```